## P
Here is a 2-piece molecular cluster, C2H3ClO2 overall from the OMol25 dataset. Energies are from ωB97M-V/def2-TZVPD.

Positions of all 8 atoms, in Å:
C  -0.8119  -0.2342  0.3718
C  2.1163  0.7469  -0.3684
O  -1.8881  0.0959  -0.4332
O  3.0079  0.1921  0.0633
Cl  0.5736  -1.2959  -0.4812
H  -1.1162  -1.0719  1.0393
H  -0.2050  0.6012  0.5281
H  -1.6765  0.9659  -0.7197

Summary:
M = 94.5 g/mol
Net charge = 0
HOMO-LUMO gap = 11.15 eV

Mulliken charges in e: atom 1 (C): -0.1623, atom 2 (C): 0.1173, atom 3 (O): -0.4322, atom 4 (O): -0.1685, atom 5 (Cl): -0.2489, atom 6 (H): 0.2861, atom 7 (H): 0.2848, atom 8 (H): 0.3237

---

## Q
Here is a 2-piece molecular cluster, C2H3ClO2 overall from the OMol25 dataset. Energies are from ωB97M-V/def2-TZVPD.

Positions of all 8 atoms, in Å:
O  2.1449  2.0738  -0.7029
C  1.4136  1.2816  -0.2430
Cl  1.5830  0.5988  1.3293
H  0.7213  0.5500  -0.6523
C  -1.4999  -1.0962  0.0374
O  -1.8052  -0.5135  1.0254
H  -1.3958  -2.2074  0.1193
H  -1.1619  -0.6871  -0.9131

Summary:
SMILES = O=CCl.C=O
M = 94.5 g/mol
Net charge = 0
HOMO-LUMO gap = 10.90 eV

Mulliken charges in e: atom 1 (O): -0.3677, atom 2 (C): 0.4790, atom 3 (Cl): -0.1302, atom 4 (H): 0.0181, atom 5 (C): -0.1471, atom 6 (O): -0.3416, atom 7 (H): 0.2154, atom 8 (H): 0.2740

---

## R
Here is one molecule with the formula C2H3ClO2 from the OMol25 dataset. Energies are from ωB97M-V/def2-TZVPD.

Positions of all 8 atoms, in Å:
O  1.5665  1.3673  0.4626
C  1.2108  0.6400  -0.4209
O  0.2151  -0.2665  -0.5563
C  -0.8317  -0.6122  0.3347
Cl  -2.2913  0.3501  -0.0026
H  1.7282  0.5659  -1.4001
H  -1.0603  -1.6677  0.2150
H  -0.5374  -0.3769  1.3674

Summary:
SMILES = O=COCCl
M = 94.5 g/mol
Net charge = 0
HOMO-LUMO gap = 11.92 eV

Mulliken charges in e: atom 1 (O): -0.4482, atom 2 (C): 0.2121, atom 3 (O): -0.2708, atom 4 (C): -0.1944, atom 5 (Cl): -0.1671, atom 6 (H): 0.3170, atom 7 (H): 0.2675, atom 8 (H): 0.2839

---

Relative to the most stable structure, the computed energies are P 87.3; Q 113.3; R 0.0, all in kJ/mol.